## one
A cluster of 2 separate species, C12H17N in total. Source: the OMol25 dataset; level of theory: the ωB97M-V functional and the def2-TZVPD basis.

Structure (ORCA input):
```
! wB97M-V def2-TZVPD RIJCOSX def2/J DEFGRID3
* xyz 0 1
C -1.0363 0.0631 -2.3592
C -0.3347 -1.2678 -2.7674
C -0.2936 1.3181 -2.8096
H -1.3211 0.0687 -1.2980
H -2.0911 0.0077 -2.6654
H -0.1044 -1.7631 -1.8150
H -0.9044 -2.0277 -3.2945
H -0.5006 2.1256 -2.1123
H -0.7475 1.6959 -3.7356
H 0.5547 -0.9184 -3.2827
H 0.7430 1.1223 -3.0653
C -0.8840 2.1180 2.7253
C 0.3633 0.2406 1.4691
C -0.7139 0.6770 2.3268
C 0.1631 -1.1523 1.2865
C -1.5478 -0.3735 2.4868
C 1.5766 0.7834 1.0431
C 1.0250 -1.9420 0.5192
C 2.5515 -0.0506 0.5236
C 2.2478 -1.3705 0.2076
N -1.1549 -1.4290 1.6601
H 1.8035 1.8230 1.2314
H -0.4938 2.7194 1.9154
H -0.2591 2.2927 3.6012
H -2.4434 -0.3586 3.0878
H -1.4318 -2.3592 1.9363
H 0.6443 -2.9187 0.2494
H 3.4920 0.4414 0.3114
H 2.9700 -2.0962 -0.1538
H -1.8723 2.5308 2.7778
*
```

Calculated values
Structure (SMILES): Cc1c[nH]c2ccccc12.CCC

***

## two
A cluster of 2 separate species, C12H17N in total. Source: the OMol25 dataset; level of theory: the ωB97M-V functional and the def2-TZVPD basis.

Structure (ORCA input):
```
! wB97M-V def2-TZVPD RIJCOSX def2/J DEFGRID3
* xyz 0 1
C -1.2897 1.9372 0.9831
C -2.1813 -0.2235 1.4554
C -0.0417 1.3449 0.6153
C -1.0044 -0.7297 0.8682
C -2.3401 1.1027 1.4216
C 0.0541 -0.0130 0.4543
C 2.7721 0.1061 0.8491
C -3.7395 1.6892 1.5209
C 0.1250 -0.4608 -2.5031
C 1.4027 -2.0392 -0.2625
C 1.4136 -0.0351 -1.7852
C 1.1301 -0.5928 -0.2886
N 3.8862 -0.0821 0.2540
H -1.3358 2.9620 1.0916
H -2.9291 -0.9313 1.6138
H 0.7884 2.1238 0.4597
H -1.1893 -1.8144 0.6091
H 2.4776 0.5625 1.7316
H -4.3773 1.3500 0.6093
H -4.2382 1.4932 2.4270
H -3.5236 2.7730 1.5743
H -0.6095 0.3721 -2.5303
H 0.4036 -0.9097 -3.4711
H -0.3773 -1.2610 -1.9293
H 2.3161 -2.1665 -0.8581
H 0.6033 -2.5723 -0.6316
H 1.6304 -2.3365 0.7032
H 1.5802 1.0768 -1.8742
H 2.3220 -0.5695 -2.2190
H 4.7303 0.2852 0.8713
*
```

***

## three
A cluster of 2 separate species, C12H17N in total. Source: the OMol25 dataset; level of theory: the ωB97M-V functional and the def2-TZVPD basis.

Structure (ORCA input):
```
! wB97M-V def2-TZVPD RIJCOSX def2/J DEFGRID3
* xyz 0 1
C 1.3906 -2.0601 -0.4001
C 0.8878 -3.1784 0.5013
C 0.5760 -0.8039 -0.3755
C -0.7729 -0.7158 -0.4458
C 1.0290 0.5632 -0.5210
C -0.0874 1.3882 -0.6850
C 2.3024 1.1467 -0.3976
C 0.0729 2.7158 -1.0891
C 2.4404 2.4953 -0.6258
C 1.3291 3.2686 -1.0515
N -1.1968 0.5929 -0.5551
H 2.4163 -1.7983 -0.1374
H 1.4727 -2.4261 -1.4232
H 1.1169 -3.0862 1.5608
H -1.4852 -1.5308 -0.4427
H -2.1708 0.8154 -0.6490
H 3.1029 0.5181 -0.0189
H -0.7573 3.3033 -1.4640
H 3.4134 2.9669 -0.5807
H 1.5094 4.3098 -1.2901
H 1.3015 -4.1277 0.1656
H -0.1893 -3.3224 0.3874
C -2.7802 -1.1405 2.5208
C -3.4315 -2.2082 1.6581
H -2.1065 -1.6169 3.2281
H -2.2385 -0.3669 1.9815
H -3.5128 -0.6578 3.1771
H -3.8763 -1.8252 0.7356
H -4.2476 -2.7039 2.1765
H -2.7513 -3.0029 1.3332
*
```

Calculated values
Structure (SMILES): CCc1c[nH]c2ccccc12.CC

***

## four
A cluster of 2 separate species, C12H17N in total. Source: the OMol25 dataset; level of theory: the ωB97M-V functional and the def2-TZVPD basis.

Structure (ORCA input):
```
! wB97M-V def2-TZVPD RIJCOSX def2/J DEFGRID3
* xyz 0 1
C 2.7519 2.2931 0.4675
C 0.5261 1.0858 1.1343
C 1.9604 1.2378 1.0173
C 0.2175 -0.0494 2.0364
C 2.5168 0.2431 1.7608
C -0.5517 1.8309 0.7051
C -1.7829 1.2576 0.8775
C -2.0341 0.1088 1.7602
C -0.9923 -0.5937 2.2426
N 1.5452 -0.3021 2.5858
H -0.2733 2.7244 0.0364
H -2.7073 1.4579 0.2846
H -3.0414 -0.3602 1.8219
H 3.6987 1.7499 0.0409
H 3.1414 2.8843 1.2287
H 3.5354 0.0689 2.0088
H 1.5474 -1.2580 2.9370
H -1.1616 -1.5508 2.7201
H 2.0935 2.9635 -0.2573
C -1.1055 -2.0918 -2.1453
C -2.2850 -1.0312 -2.2660
C 0.2478 -1.3092 -2.3809
H -1.3207 -2.8455 -2.9623
H -1.1267 -2.6453 -1.1055
H -1.8986 -0.1448 -2.9365
H -3.1311 -1.4928 -2.8453
H 1.0030 -2.1246 -2.1733
H 0.7063 -0.5070 -1.8099
H -2.4950 -0.6371 -1.3449
H 0.4158 -0.9626 -3.4388
*
```

Calculated values
Structure (SMILES): Cc1c[nH]c2ccccc12.CCC

***

Consider the structures shown above. The least stable of them is two.